No. 1
Formula: C37H37BiN4S
Source: OMol25
Level of theory: ωB97M-V with the def2-TZVPD basis set

XYZ file:
```
80
Properties=species:S:1:pos:R:3:forces:R:3
Bi -0.32121 -0.14655 1.11598 -0.2511 0.0827 0.4466
C 0.92714 -4.14378 -0.10967 -1.0431 -0.2447 0.0457
C -0.24192 -4.08954 0.67543 -0.3500 0.5428 0.4085
C 0.15168 -3.79459 2.01215 -0.9112 -0.9075 -1.4707
C 1.56550 -3.59978 2.02276 1.3666 -0.3083 -2.0594
C 2.05875 -3.89445 0.74897 0.0058 0.6866 1.9149
C 3.49595 -3.93842 0.36940 0.5205 -0.2221 -0.1626
C 2.27696 -3.13881 3.21790 0.7358 0.3393 0.4115
C -0.67050 -3.94509 3.23186 -0.8916 0.8533 -0.0593
C -1.65647 -4.37838 0.21503 0.7319 0.3473 0.2541
C 0.96318 -4.41374 -1.57892 0.0744 0.9524 0.1593
H 3.90210 -2.95392 0.16531 0.0333 0.3595 -0.3015
H 3.69268 -4.56976 -0.51269 -0.1517 0.2313 0.3006
H 4.12683 -4.31463 1.18191 -0.2256 -0.1474 -0.0393
H 2.22774 -3.93035 3.96259 0.2933 -0.0822 0.3759
H 1.71809 -2.27754 3.64014 0.7637 -0.2773 -0.1512
H 3.35261 -2.88973 3.00896 -1.0834 -0.0794 0.3264
H -0.11777 -3.68087 4.12273 0.0406 0.3028 0.2038
H -1.02643 -4.95656 3.40015 -0.0366 -0.3454 -0.2717
H -1.58384 -3.31164 3.15380 0.4687 -0.3031 0.2354
H -2.44081 -3.88388 0.78439 0.1435 0.4015 0.1698
H -1.84896 -5.41805 0.36464 -0.3198 -0.9792 -0.2316
H -1.79205 -4.12193 -0.83068 -0.0580 -0.0636 -0.1994
H 0.75950 -3.47689 -2.13621 0.1009 -0.3000 0.2056
H 0.19495 -5.10412 -1.86440 -0.4545 -0.4661 -0.1717
H 1.91669 -4.78572 -1.92968 0.2538 -0.1067 0.0404
N 2.97099 1.76271 3.52352 3.0494 0.9737 1.1391
C 1.73986 1.57697 3.11098 -2.0398 0.1192 -1.6657
S 0.84737 0.23388 3.75874 0.0558 0.1195 -0.4176
N 1.34792 2.41264 2.16293 0.5576 -0.4322 0.6867
N 0.20007 2.10587 1.52304 -1.4823 -0.1482 -0.0984
C -0.77626 3.04181 1.32971 -0.7938 -2.5189 -1.5002
C -0.66206 4.41336 1.76058 0.2200 0.9566 -0.2110
C 0.59299 5.03709 1.78631 0.4065 -0.0842 0.3065
C 0.75533 6.25158 2.45130 0.9716 -0.4431 -0.0549
C -0.34685 6.84092 3.05310 0.4203 1.2748 -0.1287
C -1.62010 6.34548 2.84260 0.0427 0.0152 0.1706
C -1.78225 5.14246 2.19145 -0.6105 -0.4537 -0.0927
C -1.97788 2.50435 0.68717 0.2005 0.1366 0.7484
C -3.04571 3.23043 0.05841 0.0508 0.3252 0.1476
C -4.13029 2.56300 -0.46942 0.0977 0.7238 -0.3313
C -4.21036 1.14522 -0.41917 -0.6997 -0.0478 -0.3340
C -3.17190 0.48973 0.15896 -0.2523 -0.2815 -0.1149
N -2.12617 1.11645 0.73821 0.3079 0.2847 -0.6442
H 3.36412 1.20384 4.26515 -0.2857 0.1575 -0.1197
H 3.47593 2.61430 3.24428 -0.5508 -0.7968 0.1343
H 1.46508 4.50822 1.37325 -0.6378 0.4253 0.2510
H 1.80390 6.63987 2.53591 -1.2948 -0.0808 -0.0072
H -0.24468 7.79237 3.58332 0.0928 -0.3763 -0.0574
H -2.46961 6.89372 3.23413 -0.0134 -0.1178 -0.0961
H -2.80541 4.76999 2.02530 0.7164 -0.0131 0.3818
H -2.99067 4.33764 0.00579 0.0412 -1.0148 -0.1404
H -4.90077 3.13163 -1.01874 0.4372 -0.3153 0.5117
H -5.07576 0.59760 -0.84400 0.8007 0.4367 0.3335
H -3.15735 -0.60677 0.13805 0.0928 0.3648 0.2880
C -1.87541 -1.92931 -5.73599 -0.5206 0.0092 0.1313
C -0.53072 -1.68627 -5.46742 -0.1644 -0.3456 -1.0698
C -0.12864 -1.38201 -4.19309 -0.4434 0.3964 1.5176
C -1.08054 -1.36331 -3.14598 -0.2986 0.1691 -0.7503
C -2.46102 -1.63533 -3.42354 2.3929 0.4933 0.1508
C -2.84115 -1.87476 -4.71024 0.0872 -0.2407 -1.4977
C -0.72311 -1.01566 -1.76548 0.9513 0.6938 1.6517
C 0.23337 -0.24736 -1.15509 -1.1376 -0.3701 0.1808
C 1.20080 0.75886 -1.57129 0.6598 0.8171 -0.7009
C 0.95179 1.56564 -2.69522 0.1217 -0.2748 -0.1921
C 1.77979 2.62619 -3.06493 -0.4642 -0.2102 0.0104
C 2.87835 2.92409 -2.29393 0.9942 -0.3705 0.2731
C 3.16885 2.12642 -1.17005 1.0121 1.0780 0.2024
C 2.34072 1.08860 -0.79262 -0.4614 0.0561 -0.7513
H -2.23029 -2.14462 -6.74684 0.3158 0.0683 0.2710
H 0.21396 -1.74199 -6.27072 -0.3853 0.0857 0.2823
H 0.90075 -1.09425 -3.96926 -0.2425 -0.2741 -0.0654
H -3.15140 -1.56506 -2.62435 -0.6733 -0.0403 0.6563
H -3.88574 -2.00973 -4.99653 0.2482 -0.0463 0.2733
H -1.42109 -1.47710 -1.03493 0.2401 -0.0286 -0.3781
H 0.11747 1.31193 -3.33692 -0.1553 0.0785 0.0989
H 1.55806 3.20784 -3.95791 -0.0077 -0.1436 0.1717
H 3.59892 3.68410 -2.62089 -0.4520 -0.1616 0.3129
H 4.08611 2.39906 -0.56936 -1.2066 -0.5520 -0.6358
H 2.60027 0.53634 0.08977 -0.0676 -0.3428 0.3923
```
Positions in Å, forces in eV/Å.

The HOMO energy (spin up / spin down) comes out at -7.17 / -5.65 eV. Its energy above the lowest of the compared OMol25 structures with the same formula, charge and spin is 0.380 eV.

Atom charges from the Mulliken analysis, given in e for atoms 1 to 8: 1.0560, 0.9440, 0.7472, 0.5300, 0.8954, -0.1088, -1.5772, -1.5248

No. 2
Formula: C3H8BiO2
Source: OMol25
Level of theory: ωB97M-V with the def2-TZVPD basis set

XYZ file:
```
14
Properties=species:S:1:pos:R:3:forces:R:3
C -0.62589 -0.41723 -1.51308 3.6716 -1.3465 -3.6928
C 0.75577 -0.43102 -0.88051 0.8568 0.1018 0.5868
O 0.65090 -0.35532 0.55469 -1.8265 -0.1239 -0.2993
C 1.63640 0.42060 1.18010 0.9445 0.7810 0.4544
Bi -2.09464 0.08169 -0.02553 1.2180 -0.8456 -0.6674
H -0.65227 0.33966 -2.31586 -0.4305 -0.2676 0.3560
H -0.86862 -1.41548 -1.91679 -0.3656 0.4444 0.2304
H 1.36634 0.41898 -1.23185 -0.3316 -0.2764 0.0408
H 1.30741 -1.36530 -1.07752 -0.3088 0.2968 -0.3090
H 1.51381 0.32966 2.26727 0.0501 -0.1093 -0.3968
H 2.64508 0.08322 0.88580 -0.3440 0.0344 0.1998
O -3.39763 0.65714 1.21612 -2.8593 2.0443 2.9480
H -3.76947 0.16909 1.94938 -0.3278 -0.4691 0.5155
H 1.53282 1.48432 0.90777 0.0529 -0.2644 0.0335
```
Positions in Å, forces in eV/Å.

Its net charge is +1. The HOMO energy (spin up / spin down) comes out at -13.09 / -12.66 eV.

Atom charges from the Mulliken analysis, given in e for atoms 1 to 8: -0.8894, -0.2710, -0.3931, -0.7265, 1.1687, 0.3950, 0.3884, 0.3828

No. 3
Formula: C14H25ClNPW
Source: OMol25
Level of theory: ωB97M-V with the def2-TZVPD basis set

XYZ file:
```
43
Properties=species:S:1:pos:R:3:forces:R:3
C -2.91441 0.17654 -2.29389 -0.1767 0.6730 0.1994
C -2.52451 -0.96998 -1.64851 0.3005 -0.1782 0.1733
C -1.52243 -0.99141 -0.64441 -0.2350 -0.7299 0.0042
C -1.02401 0.25005 -0.08066 -0.0028 -0.5367 -0.0728
C -1.35424 1.36377 -0.88006 0.1126 0.7563 0.0942
C -2.28794 1.35244 -1.92440 0.3696 0.1904 0.1371
C -1.22431 -2.45433 -0.32911 -0.5070 -0.7088 0.2319
C 0.13320 -3.24507 -0.21865 -0.3998 -1.5201 -0.1525
N 1.46707 -2.85191 -0.63279 -0.2127 1.3308 1.3364
W -0.11097 1.06855 2.04029 -1.9329 -3.6442 -0.6786
C -0.63454 2.66200 -0.59434 -0.1415 1.2330 -0.0511
P 0.87045 2.29268 0.39188 -0.8431 0.7283 -3.5768
H -2.99850 -1.90189 -1.99305 0.5427 0.4060 0.3734
H -2.50980 2.26705 -2.45720 0.0783 0.1238 0.0480
H -3.67677 0.15102 -3.07364 0.2836 0.0578 0.1935
H -1.27194 3.42658 -0.11922 0.1965 -0.2030 -0.0886
H -0.22821 3.11326 -1.51585 -0.4125 -0.0141 0.1732
H -1.80649 -2.71160 0.57266 0.4364 0.1282 0.1842
H -1.79422 -3.06389 -1.05622 0.3629 0.7413 0.1374
H 0.20307 -3.51080 0.83757 0.1041 -0.1927 -0.2338
C 1.28282 3.63775 1.53004 0.5060 -0.2882 0.5497
C 2.04744 2.07596 -0.91349 1.2371 -0.4778 -0.0881
H -0.06940 -4.21887 -0.74410 -0.1183 0.8632 0.4542
C 1.59005 -1.95123 -1.77786 -0.5662 0.6361 -0.4043
C 2.25322 -2.46190 0.54682 0.9003 0.1202 -0.4648
H 0.26156 1.41548 3.80240 0.0302 0.6699 1.1963
H 1.98968 -2.47099 -2.65695 -0.0550 0.0975 0.1645
H 0.58834 -1.50040 -2.09167 1.1528 -0.5467 0.4539
H 2.28634 -1.10360 -1.55206 -0.4852 -0.6256 -0.0985
H 3.31852 -2.77264 0.44369 -0.6893 0.2247 0.0302
H 2.27141 -1.35729 0.71423 -0.1264 -0.1243 -0.0255
H 1.85233 -2.93474 1.45411 0.3071 0.0561 -0.3773
H 2.31549 3.05870 -1.32471 -0.0551 -0.1586 0.1689
H 2.94198 1.55615 -0.55296 -0.0359 0.1849 -0.2062
H 1.58476 1.47216 -1.70236 -0.0491 0.0380 0.2493
H 1.56209 4.51364 0.93386 -0.2708 0.0533 0.0308
H 0.46663 3.90866 2.21052 -0.0450 0.1664 -0.0642
H 2.16691 3.36691 2.12358 -0.1179 0.0975 -0.0581
H 0.86331 0.95789 3.55041 0.8454 -0.2842 0.9502
Cl -0.27307 -1.28442 2.93430 -0.8473 1.0699 -0.4978
C -1.70568 -0.16167 2.79329 1.4542 0.6647 -0.4744
H -2.48673 -0.47928 2.13899 -0.4431 -0.5664 0.0345
H -1.89852 0.31069 3.75956 -0.4515 -0.5116 0.0443
```
Positions in Å, forces in eV/Å.

The expectation value of S² is 2.038. Its net charge is +2. The HOMO energy (spin up / spin down) comes out at -13.54 / -13.42 eV. Its energy above the lowest of the compared OMol25 structures with the same formula, charge and spin is 5.490 eV. Its multiplicity is 3.

Atom charges from the Mulliken analysis, given in e for atoms 1 to 8: -0.8047, -1.0560, 0.2203, 0.5165, 0.8542, -0.8924, -0.6604, -0.9426

no.,electronic energy (eV)
1,-61600.732
2,-13162.959
3,-40025.184